79
Properties=species:S:1:pos:R:3:forces:R:3 method="wB97M-V/def2-TZVPD" gap_ev="5.76 / 6.35" spin_multiplicity=3 lumo_energy_ev="-4.9 / -4.9" e_tot_ev=-115746.7320 e_homo_ev="-10.663 / -11.245" total_charge=+1
H -1.212 -1.413 -3.903 0.086 -0.247 0.255
S -5.270 1.961 0.480 0.641 1.224 -0.175
C 2.562 1.682 1.884 -1.352 -1.119 0.730
H 2.868 -4.897 -0.719 -0.133 0.184 -0.241
C 5.465 4.316 1.965 -0.576 -0.065 -0.505
H 5.447 4.650 0.921 -0.215 -0.134 0.206
H -6.543 3.074 2.020 0.333 0.333 -1.532
H -0.573 -1.956 0.928 0.010 0.022 -0.054
H 0.956 -3.776 0.491 0.080 0.030 -0.268
C 2.435 -1.683 -1.866 -0.179 0.149 -0.104
C -0.104 -1.994 -0.061 0.049 0.070 -0.092
C 2.329 1.178 3.336 0.125 -0.133 0.288
C 3.310 0.605 1.049 0.273 0.277 -0.145
H 5.275 -0.153 0.602 -0.054 0.020 0.081
H 0.116 -0.957 -0.333 0.051 -0.011 -0.034
C -6.977 0.638 -3.194 -1.452 0.136 -0.078
C 1.183 -2.809 0.021 -0.321 -0.192 -0.069
N -6.399 3.206 0.977 -0.575 -1.320 0.155
H -1.472 -3.535 -0.618 0.120 -0.023 -0.238
O 3.078 3.654 0.712 0.301 -1.413 3.470
H 1.719 -0.862 -1.882 -0.029 -0.082 -0.068
C 1.119 1.804 1.290 0.424 0.653 -0.313
C 4.771 2.931 2.169 1.597 0.491 1.205
C 5.465 1.887 1.260 -0.280 -0.086 -0.223
C 1.841 -3.028 -1.364 1.798 0.883 0.322
H -4.660 2.788 -1.840 -1.061 -2.116 1.318
O 0.666 -4.938 -2.057 0.727 3.493 -1.232
C 5.073 2.596 3.656 -0.150 -0.211 0.097
H -7.903 1.021 -3.843 2.020 -0.849 1.486
C -1.521 -3.756 -3.248 0.601 -0.580 0.301
H 6.146 2.693 3.868 -0.245 0.104 -0.278
C -5.219 1.829 -1.417 -0.940 1.405 -1.441
H -1.942 -1.939 -1.169 0.067 -0.093 -0.277
H -2.447 -3.186 -3.391 0.352 0.188 0.128
H 1.365 0.662 3.446 0.222 0.108 -0.287
H -5.367 -1.196 2.833 1.179 1.002 -2.089
H 3.247 -1.346 -1.208 -0.190 -0.327 -0.063
C -0.465 -2.916 -2.455 -1.279 0.895 -1.116
H 4.544 3.281 4.329 0.040 -0.093 -0.169
H 4.981 0.057 2.314 -0.007 0.043 -0.015
H -4.519 -1.699 1.203 -0.527 2.052 1.387
H -0.201 -0.722 -2.657 0.149 -0.082 -0.042
N 0.877 -3.583 -2.373 -1.491 -4.048 2.640
C -1.081 -2.610 -1.060 0.347 -0.282 0.229
H 3.842 -3.452 -0.533 -0.338 0.190 -0.159
H -7.873 0.471 0.832 0.898 -1.282 -0.558
H 6.524 1.789 1.532 -0.223 0.234 0.130
H -7.326 3.124 0.504 0.861 -0.047 0.447
H 2.855 -1.789 -2.873 -0.118 -0.051 0.159
H 4.816 1.576 3.940 -0.094 0.083 -0.045
B -5.837 0.239 1.044 -2.570 -4.146 0.199
C -0.325 -1.608 -3.285 0.106 0.322 0.004
H 1.121 2.048 0.221 0.162 0.163 0.246
H 2.858 -0.381 1.217 -0.168 0.277 0.118
H 6.523 4.271 2.252 -0.301 -0.299 0.074
C -4.797 -0.758 1.880 0.004 0.092 0.059
H 0.534 2.568 1.819 0.210 -0.105 -0.094
C -6.736 1.769 -2.034 -0.293 0.187 -0.330
H -1.811 -4.673 -2.723 0.316 0.130 -0.104
C 4.806 0.512 1.334 -0.025 0.042 0.119
H -7.496 1.595 -1.146 1.491 0.229 -1.953
H -1.144 -4.031 -4.243 -0.019 0.067 0.278
H -6.975 2.827 -2.500 0.649 -2.079 1.085
H 5.453 2.226 0.215 -0.149 0.127 0.205
H 3.088 0.461 3.660 -0.011 0.179 0.002
H 3.589 -4.126 -2.146 -0.168 0.032 0.099
O -7.203 -0.267 0.721 2.745 3.070 1.548
H 0.516 -1.661 -3.984 -0.083 -0.029 0.204
H -6.096 0.499 -3.951 -1.594 0.249 1.766
H -3.812 -0.199 2.236 -2.059 -1.339 -0.837
H 2.304 2.006 4.052 0.111 -0.079 -0.170
N 3.288 2.995 1.938 0.101 0.860 -5.017
H -7.334 -0.374 -2.683 1.132 2.094 -1.251
H 4.992 5.089 2.580 -0.021 -0.158 -0.097
H 0.578 0.853 1.379 0.388 0.046 0.217
C 3.102 -3.933 -1.184 -0.616 -0.448 -0.123
H 3.186 0.815 -0.022 -0.110 0.190 0.164
H 1.882 -2.302 0.699 0.068 -0.134 -0.314
Br -4.058 0.260 -1.847 -0.817 1.083 0.777